{"formula": "C5H8N2S", "method": "ωB97M-V/def2-TZVPD", "elements": ["C", "H", "H", "C", "S", "N", "C", "H", "H", "H", "C", "H", "N", "H", "H", "C"], "coordinates": [[-0.4568, 1.1980, 0.0339], [-2.7018, -0.6737, 0.8917], [-2.7359, -0.6551, -0.9528], [0.7167, 2.0770, -0.1037], [2.3568, -1.5117, -0.1600], [-0.7249, -1.1913, 0.1019], [1.8951, 1.3310, 0.0895], [-0.3262, -1.9148, -0.5768], [0.5452, 3.1842, -0.2707], [-1.6050, 1.4369, -0.3436], [-2.2182, -1.1047, 0.0010], [2.9356, 1.7483, -0.1421], [1.4383, -0.0547, 0.2159], [-2.5831, -2.1619, 0.1117], [3.3970, -1.6957, 1.0788], [0.0672, -0.0118, 0.0254]], "atomic_forces_ev_per_a": [[-1.5999, 3.4903, -2.6367], [0.7146, 0.5114, -0.3102], [1.3893, -0.6257, 1.5587], [-0.0516, 0.3272, 0.9478], [1.6228, 0.9382, 2.4797], [0.4601, -1.0561, -1.7506], [-1.4300, 1.0961, -1.4393], [-1.0482, 1.1959, 1.4464], [0.9148, -1.5205, 0.3237], [3.4159, -0.5747, 1.4263], [-0.5380, -0.9625, -0.5332], [-1.5990, -1.4606, 0.7326], [1.5851, 0.8345, -0.7207], [0.4602, 0.7943, -0.5698], [-2.6624, 0.6718, -2.4475], [-1.6337, -3.6596, 1.4928]], "mulliken_charge": [-0.14, 0.35, 0.29, -0.24, -0.19, -0.29, -0.63, 0.28, 0.32, 0.19, -0.97, 0.29, -0.01, 0.34, 0.17, 0.24], "spin_multiplicity": 1, "smiles": "CNc1cccn1S", "orbital_gap_ev": 7.900, "de_lowest_kj_mol": 353.0, "lumo_ev": 0.189, "e_tot_ha": -702.8956}

---

{"formula": "CH6N3S2", "method": "ωB97M-V/def2-TZVPD", "elements": ["S", "N", "H", "H", "C", "H", "N", "S", "H", "N", "H", "H"], "coordinates": [[-2.2267, 0.1513, -0.2507], [0.2315, 1.7201, -0.2948], [2.0996, -0.4553, 0.9566], [0.9101, 2.2930, -0.7904], [-0.7010, -0.4340, -0.1473], [0.4473, -2.2526, 0.5122], [-0.4568, -1.9288, 0.1803], [1.9893, -0.3730, -0.3119], [0.2526, 2.1284, 0.5411], [0.3669, 0.3379, -0.3272], [-1.7063, 1.4015, -0.1938], [-1.2064, -2.5884, 0.1259]], "atomic_forces_ev_per_a": [[-1.9413, 0.5063, 0.2307], [-0.5951, -0.6201, -4.1749], [0.1921, 0.0048, 2.1859], [0.0703, -1.0805, -0.9978], [2.7106, -6.0736, 1.1708], [-0.3320, 0.4271, -0.4477], [-0.4371, 5.4392, -1.1692], [-0.7052, 0.5015, -2.1982], [-0.0915, 1.0845, 5.0450], [2.0198, -0.3823, 0.8045], [-0.4114, 0.0649, -0.4385], [-0.4793, 0.1282, -0.0104]], "mulliken_charge": [-0.16, -0.67, 0.19, 0.30, 0.77, 0.19, -0.37, -0.10, 0.23, 0.11, 0.30, 0.21], "spin_multiplicity": 1, "orbital_gap_ev": 10.148, "de_lowest_kj_mol": 209.7, "charge": 1, "lumo_ev": -4.280, "e_tot_ha": -1002.0028}